Entry 1:
# C36H80Br2O17S

7 unconnected molecules or ions with the total composition C36H80Br2O17S in a non-equilibrium geometry (wB97M-V/def2-TZVPD, the Open Molecules 2025 dataset).

ORCA input file:
```
! wB97M-V def2-TZVPD RIJCOSX def2/J DEFGRID3
* xyz 0 1
Br 5.437 3.875 -0.610
Br 4.876 1.360 -2.130
S 0.522 -0.866 0.665
O 0.965 1.093 -11.870
O 5.903 0.633 -5.636
O 10.365 2.071 -1.048
O 0.457 1.705 3.931
O -6.630 -2.289 5.695
O -7.743 -0.821 7.989
O -11.683 -1.032 5.238
O 1.885 -1.223 -0.125
O -14.047 -2.679 5.811
O 1.819 2.375 5.486
O -2.073 -2.358 5.468
O 7.069 -0.901 -7.857
O -2.987 -4.516 3.691
O 0.499 -1.663 1.830
O 2.687 0.215 -9.654
O -0.609 -1.018 -0.180
O 9.124 0.503 -3.200
C 7.296 0.405 -5.812
C -14.820 -1.548 5.441
C -8.447 -2.013 8.299
C 0.825 2.317 -11.167
C -1.412 -2.745 4.265
C 10.193 -0.417 -3.038
C 8.483 0.833 -1.977
C -11.854 -0.473 6.532
C -2.381 -3.309 3.244
C 5.880 -0.608 -8.574
C -6.356 -1.045 7.772
C -11.690 -2.453 5.234
C -7.826 -1.962 5.003
C -13.050 -3.008 4.854
C 11.226 2.602 -2.043
C 0.696 0.845 1.184
C -6.014 -1.159 6.298
C 7.665 0.250 -7.275
C 1.084 1.698 -0.075
C 2.726 -0.329 -10.967
C 3.195 2.099 -1.482
C -1.994 -3.342 6.485
C -0.598 1.443 1.765
C 1.491 -0.104 -8.961
C 2.667 2.853 3.373
C 3.963 3.289 4.092
C -0.271 2.413 2.915
C 1.616 2.312 4.346
C 2.459 1.139 -0.545
C 2.319 0.688 -12.016
C -4.271 -4.306 4.256
C 2.172 -0.240 -1.145
C 8.992 2.142 -1.405
C 3.527 3.418 -0.616
C 5.184 -0.543 -5.310
C 2.704 4.634 -1.090
H -1.279 0.656 2.100
H 4.541 3.921 3.414
H -4.931 -1.295 6.204
H -10.904 -0.488 7.072
H -8.127 -2.854 7.681
H 9.798 -1.435 -2.954
H 3.237 5.552 -0.835
H 1.556 -1.119 -8.556
H 3.063 0.993 0.361
H -1.021 -3.284 6.984
H -0.954 -1.846 3.848
H -4.521 -5.175 4.864
H 0.214 3.333 2.581
H -5.826 -0.180 8.182
H 1.356 -0.216 -1.880
H 2.985 1.556 -11.999
H 5.320 -1.536 -8.690
H -6.022 -1.933 8.318
H 3.751 3.813 5.021
H 10.826 -0.356 -3.922
H -8.303 -2.265 9.355
H -1.822 -3.551 2.336
H 4.131 -0.363 -5.526
H -0.203 2.382 -10.809
H 7.622 -0.462 -5.231
H -14.209 -0.753 5.010
H -8.441 -1.244 5.549
H 1.708 4.650 -0.643
H 1.384 0.600 -8.136
H -12.982 -4.101 4.831
H 7.400 1.149 -7.841
H 1.018 3.158 -11.842
H 3.251 3.190 0.415
H 5.515 -1.406 -5.892
H -8.399 -2.880 4.870
H 3.050 -0.613 -1.676
H -11.362 -2.845 6.202
H 1.118 2.758 0.177
H -12.173 0.562 6.409
H -6.284 -0.244 5.760
H -9.506 -1.835 8.121
H 5.294 -0.764 -4.243
H 8.595 0.019 -1.253
H -13.346 -2.670 3.856
H 8.436 2.356 -0.486
H -2.139 -4.351 6.094
H -3.144 -2.569 2.981
H 0.352 1.452 -0.853
H 10.799 -0.193 -2.158
H -15.306 -1.167 6.338
H 6.131 -0.218 -9.567
H 3.762 -0.628 -11.158
H 2.266 3.761 2.898
H 8.750 0.118 -7.347
H 1.497 2.381 -10.310
H 7.814 1.282 -5.415
H 5.249 0.115 -8.054
H 7.413 0.946 -2.190
H -10.963 -2.772 4.481
H 1.561 0.895 1.843
H 2.942 2.164 2.567
H -1.099 2.001 0.967
H 2.571 2.401 -2.325
H -5.014 -4.206 3.457
H -0.610 -3.459 4.478
H -4.304 -3.419 4.889
H -1.233 2.699 3.355
H 4.532 2.380 4.304
H 2.102 -1.226 -11.030
H -12.610 -1.004 7.114
H 8.816 2.968 -2.102
H 12.228 2.215 -1.860
H 2.405 0.219 -13.002
H -2.778 -3.136 7.214
H 11.249 3.694 -1.970
H -15.590 -1.844 4.720
H -7.580 -1.552 4.019
H 0.611 -0.028 -9.602
H 2.636 4.591 -2.182
H 10.920 2.314 -3.051
*
```

## Properties
Molecular weight ... 976.9 g mol⁻¹
E_LUMO ... 0.162 eV
E ... -224348.393 eV
Maximum force ... 3.60 eV/Å
HOMO ... -8.74 eV

Here are the Mulliken charges for atoms 1 to 4, given in e:
1. Br -0.135
2. Br -0.074
3. S 1.345
4. O -0.381

Entry 2:
# C36H80F8N8O16S8

8 unconnected molecules or ions with the total composition C36H80F8N8O16S8 in a non-equilibrium geometry (wB97M-V/def2-TZVPD, the Open Molecules 2025 dataset).

ORCA input file:
```
! wB97M-V def2-TZVPD RIJCOSX def2/J DEFGRID3
* xyz 0 1
S 4.490 2.298 2.174
S -0.358 0.393 -6.844
S -1.668 0.992 -4.983
S -0.781 -1.077 1.243
S -1.757 -1.605 6.031
S 0.417 0.353 -0.291
S -0.012 -2.824 5.124
S 4.456 -0.043 1.816
F 1.756 1.292 -0.224
F -2.165 -0.074 6.210
F 1.177 -2.314 4.202
F -0.702 -0.344 -8.257
F 3.199 -1.037 1.763
F -2.945 0.405 -4.142
F -1.427 -0.993 2.704
F 4.167 3.501 3.125
O -0.162 -2.412 1.337
O -1.912 -1.002 0.398
O 0.982 -0.819 -0.989
O -0.555 0.797 -4.040
O 5.493 -0.824 2.566
O -2.061 2.375 -5.281
O 5.966 2.298 2.249
O 3.780 2.969 1.066
O -0.139 1.696 -7.405
O -1.851 -1.932 7.458
O -2.816 -1.986 5.080
O 0.863 -0.295 -6.369
O -0.431 1.248 -1.103
O 4.697 0.167 0.377
O -0.749 -3.551 4.122
O 0.786 -3.594 6.089
N -1.752 -0.068 -6.086
N 3.414 -5.758 3.606
N 0.112 0.163 1.356
N -2.563 5.342 -0.057
N 3.747 2.058 -3.819
N -5.873 -1.848 0.038
N 3.667 1.219 2.751
N -0.405 -1.259 5.517
C -2.973 6.361 1.055
C -1.147 4.613 0.198
C -4.956 -0.879 2.358
C 2.541 -4.263 0.268
C -3.704 3.383 0.985
C -5.308 -0.888 -2.285
C 3.802 -7.190 4.085
C 5.615 -6.110 5.513
C 5.692 0.516 -4.017
C 1.911 -5.620 3.489
C 5.266 -7.185 4.571
C -7.210 -2.465 -0.464
C -5.315 -0.013 3.623
C -0.686 7.485 -2.793
C 3.698 -4.737 4.648
C -1.259 3.649 1.347
C -2.402 2.662 1.210
C 4.181 2.606 -2.386
C 3.072 3.095 -4.666
C 4.155 -5.397 2.191
C -1.483 7.283 -1.450
C -7.132 -2.783 -2.005
C 3.579 -4.162 1.488
C -4.857 -3.019 0.142
C -6.167 -1.429 1.547
C 1.096 4.628 -5.198
C 5.214 -4.712 5.068
C 3.522 -0.368 -3.073
C -2.518 6.139 -1.452
C -5.282 -0.602 -0.779
C 2.710 0.855 -3.569
C 4.832 -0.727 -3.773
C -3.653 4.291 -0.262
C -6.667 -1.459 -2.769
C 5.005 1.716 -4.654
C 1.760 3.714 -4.148
H -5.097 -0.002 -2.884
H -2.299 7.216 1.008
H -4.505 4.968 -0.316
H 5.673 2.576 -4.701
H -7.499 -0.767 -2.635
H 0.097 4.878 -4.844
H -4.259 -0.312 -0.540
H 1.807 -4.860 0.810
H 4.755 1.822 -1.891
H 5.726 -4.355 4.173
H 6.692 -5.979 5.615
H -0.762 4.167 -0.719
H 4.478 -3.657 1.135
H -1.273 7.850 -3.635
H -1.399 4.142 2.309
H 1.578 -5.729 4.521
H 5.207 -5.327 2.468
H 3.751 3.934 -4.820
H -2.233 2.001 0.360
H -0.264 3.214 1.440
H 3.237 -7.346 5.003
H -4.535 2.691 0.850
H -6.075 -0.485 4.247
H 3.631 -0.307 -1.991
H -3.518 6.360 -1.826
H 6.090 -7.216 3.857
H -0.424 5.394 0.431
H 4.695 1.443 -5.663
H -2.158 5.404 -2.172
H 5.204 -6.247 6.513
H -7.385 -3.367 0.122
H 1.158 4.112 -6.157
H -3.430 3.805 -1.211
H -4.731 -3.575 -0.787
H -2.542 1.875 1.950
H 0.104 8.219 -2.632
H -0.939 7.336 -0.507
H 3.959 -6.240 1.529
H -5.990 0.181 -0.506
H -0.142 6.603 -3.132
H -4.004 6.635 0.832
H -2.082 8.188 -1.347
H 3.036 2.672 -5.670
H 5.338 -4.070 5.940
H -6.624 -1.563 -3.853
H 2.771 -4.891 -0.592
H 2.095 0.527 -4.407
H -6.585 -3.661 -2.346
H -2.970 5.845 2.015
H 3.256 2.771 -1.833
H -4.342 -0.312 1.658
H 1.426 -6.343 2.833
H 1.901 4.201 -3.184
H 3.580 -7.688 3.140
H 3.500 -3.744 4.243
H -3.987 3.865 1.920
H 4.512 -1.269 -4.664
H 3.297 -3.319 2.119
H 6.506 0.106 -4.615
H 1.554 5.611 -5.308
H -8.167 -2.979 -2.286
H -5.787 0.860 3.171
H -6.695 -2.231 2.064
H -4.544 0.383 4.283
H 4.735 3.540 -2.484
H 5.398 -1.422 -3.153
H -5.231 -3.739 0.871
H 3.129 -4.794 5.576
H -4.458 -1.548 -2.456
H 2.082 -3.277 0.190
H -4.282 -1.651 2.728
H 1.558 -4.619 3.242
H 6.122 0.830 -3.066
H 2.034 1.210 -2.791
H 1.058 2.922 -3.887
H 5.344 -8.060 5.216
H -6.877 -0.604 1.483
H -7.994 -1.733 -0.270
H -3.859 -2.739 0.478
H 2.852 -1.226 -3.117
*
```

## Properties
Molecular weight ... 1289.6 g mol⁻¹
E_LUMO ... -0.363 eV
E ... -191718.895 eV
Maximum force ... 10.63 eV/Å
HOMO ... -8.32 eV

Here are the Mulliken charges for atoms 1 to 4, given in e:
1. S 0.833
2. S 1.053
3. S 0.898
4. S 0.775

Entry 3:
# C36H80O5PSi

6 unconnected molecules or ions with the total composition C36H80O5PSi (wB97M-V/def2-TZVPD, the Open Molecules 2025 dataset).

ORCA input file:
```
! wB97M-V def2-TZVPD RIJCOSX def2/J DEFGRID3
* xyz 1 1
P -5.848 2.918 -0.566
Si 2.477 -1.452 1.598
O 1.191 2.682 -3.677
O -0.948 -0.271 -6.643
O 3.102 -6.356 1.238
O 1.705 -2.134 5.941
O -5.167 6.522 -1.160
C 3.729 -7.520 0.725
C -4.282 8.157 0.464
C -6.519 6.607 -0.750
C 2.602 -6.452 2.559
C 3.953 -0.385 -0.650
C 1.040 4.063 -3.957
C 2.184 2.340 -2.726
C 2.822 -8.737 0.659
C -0.616 -1.586 -7.049
C -5.901 1.120 -0.495
C 3.715 -0.336 0.727
C 0.177 -1.672 -0.145
C -3.159 -1.664 -0.653
C 2.303 -1.854 8.317
C 5.295 1.517 0.849
C -2.247 -1.124 0.450
C 0.321 -2.343 6.147
C 1.402 -0.295 2.627
C -7.355 7.665 -1.444
C -0.509 -1.070 6.157
C 3.316 -2.657 2.747
C 2.364 -1.320 6.897
C -0.038 0.353 -5.751
C -1.040 -2.030 0.711
C -4.473 0.545 -0.578
C 4.410 0.634 1.462
C 1.466 -2.385 0.308
C 5.490 1.464 -0.529
C 1.369 0.500 -6.300
C -4.385 7.701 -0.979
C 4.815 0.509 -1.278
C 1.956 2.920 -1.341
C 3.654 -6.762 3.609
C -4.523 -0.966 -0.786
C 2.290 4.725 -4.509
C -0.511 -2.583 -5.908
H -0.035 -1.954 -1.182
H -6.195 3.384 -1.831
H -4.547 3.356 -0.341
H -5.247 8.458 0.874
H -7.312 7.541 -2.526
H 2.726 2.551 -0.661
H -7.013 8.671 -1.203
H 0.684 4.601 -3.070
H 1.781 -7.177 2.614
H -8.393 7.584 -1.124
H 6.151 2.173 -1.011
H 4.261 0.705 2.536
H -3.400 7.435 -1.360
H -3.331 -2.725 -0.468
H -4.767 8.506 -1.613
H -3.875 7.364 1.094
H 3.181 2.612 -3.091
H 1.102 0.561 2.015
H 0.308 -0.585 -0.146
H 3.420 -1.110 -1.255
H 3.203 -6.739 4.601
H 4.636 -7.752 1.293
H 2.075 5.762 -4.767
H -1.422 -1.879 -7.722
H 1.982 -0.293 6.858
H 1.845 -0.465 -6.482
H -6.534 0.761 -1.307
H 0.305 -2.343 -5.225
H -3.618 9.019 0.527
H 4.931 0.470 -2.353
H 4.172 -2.203 3.249
H 4.455 -6.022 3.576
H 0.978 2.618 -0.959
H -0.765 -1.995 1.768
H 2.098 -2.550 -0.567
H -6.916 5.619 -0.996
H 2.002 4.010 -1.338
H -3.934 0.818 0.329
H -0.253 -0.420 6.994
H 0.013 -2.980 5.316
H -2.825 -0.986 1.372
H 1.284 -1.879 8.705
H 1.980 1.048 -5.583
H 2.156 1.251 -2.670
H 3.400 -1.287 6.559
H -5.254 -1.420 -0.109
H 2.710 -2.865 8.363
H -0.461 1.339 -5.562
H 4.046 -7.240 -0.279
H -1.306 -3.073 0.506
H 2.171 -5.469 2.759
H 4.096 -7.749 3.471
H -0.362 -0.507 5.234
H 2.630 4.209 -5.408
H 1.931 -8.519 0.069
H 2.007 0.098 3.447
H 2.890 -1.215 8.976
H -3.939 1.002 -1.420
H -6.363 0.854 0.458
H -1.440 -2.607 -5.335
H 3.644 -3.551 2.210
H -0.020 -0.171 -4.788
H 3.353 -9.566 0.191
H 0.242 4.107 -4.699
H 2.610 -2.963 3.524
H 3.108 4.728 -3.788
H -2.643 -1.600 -1.615
H 0.147 -2.914 7.066
H -1.876 -0.135 0.162
H 0.308 -1.588 -7.639
H 0.520 -0.780 3.041
H -1.567 -1.323 6.250
H -6.636 3.537 0.399
H 5.819 2.259 1.438
H -4.903 -1.140 -1.798
H -0.325 -3.581 -6.306
H 1.216 -3.382 0.687
H 1.356 1.051 -7.242
H -6.587 6.721 0.339
H 2.504 -9.068 1.648
*
```

## Properties
Molecular weight ... 652.1 g mol⁻¹
E_LUMO ... -3.104 eV
E ... -66025.494 eV
Maximum force ... 0.39 eV/Å
HOMO ... -10.61 eV

Here are the Mulliken charges for atoms 1 to 4, given in e:
1. P 0.091
2. Si -0.215
3. O -0.232
4. O -0.500

Among the records above, which one has the highest E? C36H80O5PSi